Below is a structure of composition C32H35IKN11O, with properties calculated with the ωB97M-V functional and the def2-TZVPD basis.

Its energy above the lowest of the compared OMol25 structures with the same formula, charge and spin is 2.8 kcal per mole. The HOMO-LUMO gap is 5.6894 eV. The charge is -2. The largest force on an atom is 0.42 eV/A.

Element x y z (Å)
K -0.410 0.305 -0.213
C 4.611 3.137 4.452
C 4.047 2.213 3.405
C 4.612 2.104 2.135
C 4.050 1.319 1.148
C 2.866 0.572 1.348
N 2.245 -0.136 0.365
C 2.967 -0.715 -0.639
C 4.170 -1.430 -0.420
C 4.783 -2.189 -1.396
C 4.259 -2.287 -2.684
C 4.889 -3.162 -3.737
C 3.117 -1.546 -2.946
C 2.497 -0.774 -1.973
N 1.372 0.001 -2.416
C 1.331 1.344 -2.583
C 0.121 1.634 -3.176
C -0.500 0.385 -3.338
N 0.265 -0.606 -2.888
C 2.322 0.675 2.655
C 2.890 1.485 3.630
N 1.178 -0.100 3.045
C 1.111 -0.935 4.109
C -0.187 -1.386 4.193
C -0.848 -0.761 3.118
N -0.014 0.020 2.442
H 5.685 3.279 4.310
H 4.456 2.740 5.459
H 4.136 4.120 4.396
H 5.501 2.680 1.897
H 4.500 1.307 0.162
H 4.597 -1.395 0.576
H 5.691 -2.733 -1.146
H 5.962 -3.277 -3.566
H 4.754 -2.742 -4.736
H 4.451 -4.165 -3.747
H 2.675 -1.548 -3.937
H 2.118 1.978 -2.205
H -0.279 2.613 -3.375
H -1.487 0.156 -3.708
H 2.393 1.539 4.596
H 1.993 -1.136 4.694
H -0.596 -2.087 4.901
H -1.865 -0.862 2.767
N -0.185 3.501 2.051
C 0.571 3.491 0.887
O 0.164 2.877 -0.101
C 1.808 4.233 0.909
C 2.633 4.202 -0.236
N 3.312 4.172 -1.175
C 2.229 4.937 2.052
N 2.563 5.533 2.990
H 0.327 3.672 2.903
H -0.805 2.703 2.099
I -4.207 -1.884 0.564
C -3.327 0.193 0.264
H -3.807 0.657 1.141
H -3.977 0.508 -0.568
C 1.915 -4.860 2.275
C 2.383 -3.481 1.857
N 1.265 -2.767 1.281
C 0.476 -3.362 0.312
N -0.062 -2.613 -0.569
C -0.979 -3.172 -1.544
C -1.537 -4.526 -1.135
C -0.400 -5.400 -0.646
N 0.275 -4.744 0.456
C 1.320 -5.547 1.061
H 1.160 -4.771 3.060
H 2.750 -5.453 2.657
H 3.222 -3.580 1.151
H 2.744 -2.909 2.715
H 1.482 -1.801 1.012
H -0.465 -3.234 -2.508
H -1.801 -2.464 -1.682
H -2.053 -5.001 -1.973
H -2.260 -4.389 -0.326
H 0.307 -5.606 -1.468
H -0.767 -6.365 -0.284
H 2.124 -5.758 0.334
H 0.880 -6.510 1.337

Cartesian forces, eV/Å:
K -0.40 -0.11 -0.02
C 0.01 -0.01 -0.02
C 0.01 0.01 0.01
C -0.01 -0.02 -0.06
C 0.04 0.06 0.05
C 0.01 -0.03 0.03
N 0.01 0.09 -0.06
C 0.05 -0.02 -0.10
C 0.03 0.03 0.06
C 0.00 0.01 0.04
C 0.01 0.00 -0.04
C -0.01 0.00 0.02
C -0.04 0.01 0.07
C 0.05 -0.01 -0.14
N 0.16 -0.07 -0.03
C -0.13 -0.03 0.15
C 0.13 0.05 0.17
C 0.11 -0.18 0.08
N -0.04 0.11 -0.31
C 0.00 -0.04 -0.10
C -0.03 -0.04 0.04
N 0.01 0.00 0.11
C -0.02 0.11 -0.14
C -0.02 -0.03 -0.02
C 0.23 0.07 -0.15
N -0.09 0.03 0.19
H -0.01 -0.01 0.00
H -0.01 0.00 -0.01
H -0.01 0.00 -0.01
H -0.01 0.00 0.02
H -0.03 -0.01 0.02
H -0.01 0.00 -0.01
H 0.00 0.00 -0.01
H 0.00 0.01 0.00
H 0.00 0.01 0.01
H 0.00 0.01 0.00
H 0.01 0.00 0.00
H -0.01 0.03 -0.05
H 0.02 0.00 -0.02
H 0.03 0.02 -0.08
H 0.01 0.01 -0.01
H -0.03 -0.02 0.02
H 0.02 0.00 0.01
H 0.00 -0.01 0.05
N 0.01 -0.03 0.00
C 0.16 -0.01 0.15
O 0.01 0.14 -0.05
C -0.06 -0.02 -0.04
C -0.04 0.01 0.11
N 0.00 0.00 -0.01
C 0.09 0.04 -0.18
N -0.06 -0.03 0.05
H -0.01 0.00 0.02
H 0.01 0.01 0.01
I 0.02 0.05 -0.01
C -0.14 -0.14 0.08
H 0.03 0.07 0.02
H -0.02 0.00 -0.03
C 0.04 -0.05 0.00
C -0.08 0.01 0.02
N 0.05 -0.08 -0.09
C 0.07 0.03 0.10
N -0.08 -0.03 0.04
C -0.01 0.00 0.09
C -0.03 0.03 -0.01
C 0.01 -0.01 0.01
N 0.05 -0.01 -0.01
C -0.05 0.02 0.01
H -0.02 0.02 -0.01
H -0.01 0.00 0.02
H 0.02 0.00 -0.01
H 0.00 -0.01 -0.02
H -0.05 0.02 0.04
H 0.02 -0.02 -0.02
H 0.00 0.00 0.02
H 0.00 -0.02 0.01
H 0.01 0.00 -0.02
H 0.00 0.01 -0.02
H 0.00 -0.02 0.00
H 0.01 0.00 -0.02
H -0.01 -0.02 -0.01

Löwdin atomic charge list, values in e, 2 entries: number 1, K, carries 0.63; number 2, C, carries -0.08

Below is a structure of composition C21H35FP2Ti, with properties calculated with the ωB97M-V functional and the def2-TZVPD basis.

Its energy above the lowest of the compared OMol25 structures with the same formula, charge and spin is 60.6 kcal per mole. The HOMO-LUMO gap (spin up / spin down) is 3.3701 / 3.4905 eV. Its multiplicity is 3. The largest force on an atom is 5.35 eV/A.

Element x y z (Å)
P 0.555 -1.894 -3.414
P 0.982 1.252 -4.312
C 0.130 -1.213 -5.103
C 1.164 -0.181 -5.552
H -0.902 -0.800 -5.035
H 0.130 -2.107 -5.729
H 2.215 -0.494 -5.512
H 0.919 0.207 -6.547
C 0.198 2.297 -5.849
H -0.195 3.279 -5.584
H -0.589 1.758 -6.392
H 0.992 2.483 -6.589
C 2.401 2.387 -4.273
H 2.628 2.728 -5.288
H 3.263 1.910 -3.802
H 2.096 3.267 -3.695
C -0.782 -3.066 -3.223
H -0.653 -3.677 -2.324
H -0.644 -3.696 -4.120
H -1.766 -2.568 -3.236
C 2.014 -2.827 -3.822
H 2.954 -2.635 -3.272
H 2.205 -2.786 -4.896
H 1.658 -3.811 -3.534
Ti 1.911 -0.324 -2.736
C -1.398 3.432 -3.395
C -2.687 2.800 -3.530
C -3.077 2.199 -4.926
C -3.818 0.859 -4.577
C -3.225 0.434 -3.306
C -2.729 1.605 -2.511
C -1.292 1.479 -2.036
C -0.685 2.914 -2.204
C 3.857 -1.021 -2.011
H -0.924 4.083 -4.128
H -3.454 3.522 -3.235
H -2.238 1.965 -5.595
H -3.741 2.912 -5.427
H -4.844 1.216 -4.524
H -3.795 0.091 -5.345
H -3.438 -0.584 -2.868
H -3.315 1.903 -1.631
H -0.816 0.722 -2.696
H -1.127 1.107 -1.024
H -1.024 3.547 -1.334
H 0.423 2.885 -2.174
H 4.296 -0.201 -1.406
H 4.599 -1.271 -2.796
H 3.784 -1.905 -1.328
F -0.656 2.012 1.951
C 0.035 0.954 1.398
C 1.396 1.127 1.148
C 1.959 0.294 0.155
C 1.087 -0.376 -0.716
C -0.134 -0.838 -0.177
C -0.716 -0.114 0.885
H 1.979 1.852 1.686
H 3.004 0.018 0.202
H -0.531 -1.790 -0.503
H -1.716 -0.309 1.248

Cartesian forces, eV/Å:
P -3.13 0.43 -1.84
P -1.84 2.14 -3.91
C -0.15 -0.77 0.35
C 0.36 0.60 0.52
H 0.61 -0.06 -0.05
H -0.12 0.07 -0.49
H -0.16 -0.56 -0.34
H 0.42 -0.30 0.20
C -0.18 0.07 0.37
H 0.09 -0.38 0.19
H 0.24 -0.10 0.56
H 0.19 -0.39 0.47
C 0.66 0.05 -0.59
H 0.42 -0.09 0.28
H 0.29 0.30 0.01
H 0.03 -0.27 0.06
C -0.05 -0.70 -0.06
H -0.15 0.09 -0.14
H -0.48 -0.06 0.39
H 0.50 -0.05 0.02
C 1.08 -0.98 -0.30
H -0.67 0.04 -0.20
H 0.04 -0.23 0.08
H 0.50 -0.55 -0.12
Ti 1.88 0.32 5.00
C 1.92 0.37 -0.27
C -1.34 -1.03 -0.54
C -0.14 -0.46 0.05
C -0.01 1.33 -0.23
C 0.77 -1.38 0.80
C 0.08 -0.36 -0.56
C 1.05 0.34 0.66
C -0.31 -0.48 0.96
C 0.39 0.32 -0.14
H -0.46 0.08 0.40
H -0.39 0.05 -0.18
H -0.22 0.36 0.54
H 0.09 -0.18 -0.23
H -0.99 -0.26 0.17
H 0.09 0.00 -0.37
H 0.02 1.35 -0.27
H -0.30 -0.06 0.07
H -0.31 0.76 0.44
H -0.50 0.39 -0.20
H 0.49 -0.59 -0.29
H -0.42 0.36 -0.18
H -0.04 -0.32 -0.34
H -0.10 0.05 0.29
H -0.14 0.60 -0.55
F 0.48 -0.98 0.47
C -0.54 1.17 -1.00
C -0.62 -1.11 -0.17
C -1.23 0.75 0.85
C 1.11 -2.03 -0.60
C 0.42 1.21 1.09
C 1.02 -0.31 -0.15
H 0.09 0.13 0.27
H 0.24 0.91 -0.71
H -0.63 0.39 -0.53
H 0.01 0.01 0.02

Löwdin atomic charge list, values in e, 2 entries: number 1, P, carries 0.75; number 2, P, carries 0.89

> The lowest energy above the lowest of the compared OMol25 structures with the same formula, charge and spin belongs to which entry?

C32H35IKN11O

> Among the records above, which one has the highest largest force on an atom?

C21H35FP2Ti

> Look up the energy above the lowest of the compared OMol25 structures with the same formula, charge and spin of the first one.

2.8 kcal per mole

> Which value of energy above the lowest of the compared OMol25 structures with the same formula, charge and spin does entry 2 give?

60.6 kcal per mole